The following is a quantum chemistry calculation of C18H18Cl3FN3O9SeTi as an isolated structure, from OMol25.

Values from the calculation:
Highest occupied orbital energy = -12.0 eV
Charge = +1
LUMO energy = -3.6 eV
Kohn-Sham gap = 0.311 Eh

CARTESIAN COORDINATES (ANGSTROEM)
H1 4.38 -5.94 -4.10
Ti1 -0.07 0.18 0.15
C1 7.59 0.60 -4.30
Cl1 -4.28 2.40 1.24
C2 4.08 -5.12 -3.45
C3 5.65 -0.71 -3.47
H2 1.05 -4.03 -2.85
C4 5.13 0.32 -2.67
H3 9.24 1.31 -5.53
N1 6.98 -0.68 -3.98
O1 -0.69 -3.55 -1.24
C5 -0.23 -2.44 -1.22
H4 3.70 -3.73 -5.08
N2 2.77 -3.01 -3.36
Cl2 -2.16 0.46 1.69
H5 8.73 -2.31 -5.22
H6 10.10 -0.12 -3.82
C6 3.20 -4.15 -4.21
C7 3.57 -1.90 -3.18
C8 1.77 -0.93 -1.80
N3 9.72 -0.56 -4.67
H7 10.51 -0.71 -5.29
C9 -2.02 2.23 -0.31
C10 3.88 0.28 -2.15
H8 2.29 -4.62 -4.57
O2 0.80 1.54 1.20
C11 -3.12 1.41 0.41
H9 7.44 -2.52 -3.10
O3 -2.03 3.42 -0.30
C12 7.92 -1.58 -3.35
O4 -0.76 -1.40 -0.61
O5 1.76 0.59 3.61
H10 9.85 -2.49 -3.83
C13 1.60 -3.11 -2.72
H11 8.31 -1.16 -2.40
O6 3.27 0.39 1.27
Se1 1.84 0.44 2.03
O7 1.37 0.10 -1.16
C14 9.08 -1.87 -4.29
C15 1.07 -2.13 -1.91
C16 8.71 0.38 -5.29
H12 6.85 1.26 -4.76
H13 3.54 -5.55 -2.60
H14 4.97 -4.64 -3.06
H15 3.52 1.06 -1.49
H16 8.37 -0.10 -6.20
C17 4.86 -1.81 -3.72
H17 7.98 1.12 -3.41
F1 5.93 1.37 -2.36
H18 5.26 -2.60 -4.34
C18 3.07 -0.84 -2.41
Cl3 -3.90 0.27 -0.66
O8 0.86 -0.87 1.46
O9 -1.11 1.44 -0.85



The following is a quantum chemistry calculation of C4H7NO in the gas phase, from OMol25.

Values from the calculation:
Highest occupied orbital energy = -7.5 eV
Charge = 0
LUMO energy = 0.9 eV
Kohn-Sham gap = 0.307 Eh
SMILES = NC(O)=C1CC1

CARTESIAN COORDINATES (ANGSTROEM)
H1 -0.88 -0.73 -1.67
H2 0.63 0.31 2.20
H3 1.56 -0.41 -1.40
C1 0.96 -0.03 0.50
H4 2.87 -0.13 -0.30
N1 1.88 -0.19 -0.47
C2 -1.25 -0.68 -0.64
C3 -0.38 -0.30 0.48
H5 -1.07 1.52 -0.59
O1 1.42 0.48 1.66
H6 -2.31 0.91 0.60
H7 -2.00 -1.43 -0.40
C4 -1.42 0.68 0.02



The following is a quantum chemistry calculation of C27H50Br6O17S3 as an isolated structure, from OMol25.

Values from the calculation:
Highest occupied orbital energy = -10.2 eV
Charge = 0
LUMO energy = -0.4 eV
Kohn-Sham gap = 0.360 Eh

CARTESIAN COORDINATES (ANGSTROEM)
C1 3.86 2.54 4.27
H1 -1.17 -9.33 -5.99
H2 -1.47 0.46 -1.03
C2 0.28 -2.23 5.08
O1 -0.99 5.51 -3.34
H3 2.79 4.32 4.80
O2 -2.61 -6.95 -3.80
H4 1.01 0.12 -7.28
H5 3.80 5.65 2.97
O3 -3.63 2.92 8.49
H6 -0.62 -2.83 4.93
C3 -0.40 -0.40 1.42
Br1 -4.93 0.85 -3.29
H7 2.14 -2.59 4.07
O4 -2.54 3.72 -2.74
H8 -1.07 -5.62 -4.54
O5 -1.31 3.75 8.52
Br2 1.80 1.23 -2.89
S1 -2.27 2.76 8.14
H9 -0.21 -1.07 -7.62
C4 -1.67 1.18 8.71
C5 3.80 4.04 4.55
O6 -0.33 3.18 -3.66
H10 -2.28 0.42 8.23
C6 -0.84 2.30 6.00
H11 -3.75 -1.08 -4.25
H12 -1.70 1.24 9.79
S2 -1.16 4.01 -2.85
H13 0.61 3.90 -1.45
C7 -0.43 4.05 -1.19
C8 -1.96 -8.65 -5.68
H14 1.28 -2.49 -7.01
C9 -1.97 -5.64 -3.93
C10 3.67 1.70 -2.77
H15 -0.11 -0.27 -1.87
H16 -2.18 -1.78 -0.74
H17 -0.59 5.63 -5.88
H18 4.49 4.34 5.34
H19 0.43 1.28 0.38
O7 3.37 1.54 2.12
H20 1.33 -0.18 0.11
H21 -2.93 -9.11 -5.82
H22 4.84 2.07 4.41
H23 1.11 5.68 -3.29
H24 -0.85 3.22 -0.64
H25 -2.16 -5.66 -1.76
H26 -0.21 3.07 6.45
O8 -0.77 -1.70 7.23
O9 -1.35 -1.83 -4.00
H27 -0.68 1.13 8.27
H28 -2.78 -5.06 -4.37
S3 -1.69 -8.23 -3.98
C11 3.58 2.50 2.78
O10 -0.32 -0.16 2.58
C12 0.26 5.89 -3.94
H29 4.23 0.81 -3.02
H30 -1.78 1.57 4.23
C13 1.63 -2.93 4.98
Br3 4.28 2.28 -1.06
H31 -0.66 -5.11 -2.34
H32 3.11 -1.69 5.97
O11 3.80 3.70 2.23
Br4 -6.02 -1.67 -5.06
H33 -0.50 -2.38 -0.64
H34 0.25 6.98 -4.05
O12 -1.25 -1.34 0.99
C14 -1.73 -5.03 -2.54
C15 -1.17 -1.55 -0.43
C16 0.32 0.21 0.20
H35 -0.18 2.22 3.94
O13 1.44 -1.80 7.08
C17 2.38 -2.46 6.24
O14 0.50 -2.31 -5.13
C18 -4.72 -1.01 -3.78
O15 -2.23 -9.27 -3.18
C19 -0.62 -0.22 -0.91
C20 -0.49 -0.26 -5.61
H36 5.29 4.77 3.10
H37 2.93 -3.29 6.68
C21 4.21 4.68 3.23
H38 -2.08 -4.00 -2.54
H39 3.12 2.01 4.85
H40 1.15 6.01 -5.89
C22 0.19 -1.88 6.56
H41 -1.47 0.05 -5.98
Br5 -4.60 -2.21 -2.26
O16 -0.32 -7.87 -3.82
C23 1.26 -1.75 -6.22
C24 -0.56 -1.54 -4.83
C25 0.36 -0.62 -6.82
H42 0.58 4.41 -5.61
H43 -1.49 3.35 4.22
H44 1.54 -4.01 4.86
Br6 4.26 2.92 -4.19
H45 0.28 -1.25 4.60
H46 2.24 -1.41 -5.89
H47 -1.86 -7.72 -6.24
C26 -1.10 2.37 4.51
O17 -2.18 2.54 6.56
H48 -0.63 5.06 -0.86
C27 0.36 5.45 -5.38
H49 -0.49 1.30 6.26
H50 -0.08 0.57 -5.04